C9H12NO3S2 | the ωB97M-V functional and the def2-TZVPD basis

Geometry as XYZ:
```
27
Properties=species:S:1:pos:R:3:forces:R:3:nbo_charge:R:1
C -2.67800 -0.22498 1.79493 -0.04 -0.30 0.05 -0.614
C -1.43630 0.63166 1.58119 -0.58 -0.30 0.66 0.073
C -1.67397 1.59745 0.43894 0.07 0.10 -0.55 -0.640
O -0.32372 -0.27426 1.31048 -0.20 0.64 -0.12 -0.549
C 0.91064 0.31775 1.35038 0.46 0.92 -0.24 -0.015
S 2.23169 -0.32236 0.55034 -1.12 0.79 -1.36 -0.284
S 1.11927 1.77073 2.14449 0.04 0.81 0.98 -0.366
H -3.54423 0.42757 1.96999 0.20 -0.08 -0.07 0.197
H -2.89694 -0.84967 0.91769 0.08 0.07 0.20 0.200
H -2.57070 -0.86263 2.68260 0.05 0.03 -0.28 0.209
H -1.27252 1.18906 2.52644 0.30 -0.35 -0.67 0.214
H -2.56580 2.20464 0.64390 0.17 -0.10 0.05 0.197
H -0.82971 2.27738 0.27211 -0.18 -0.28 0.11 0.244
H -1.86744 1.02923 -0.48511 0.08 0.15 0.20 0.198
C 4.97930 -5.63652 2.00542 -0.07 -0.33 -0.34 -0.414
N 4.18647 -4.46705 1.69951 0.59 -0.88 0.21 -0.498
C 3.32873 -4.40590 0.58385 0.64 -0.23 0.41 0.657
O 3.23097 -5.25944 -0.28790 0.13 0.91 1.14 -0.576
C 2.62889 -3.10697 0.74490 -0.33 -0.18 -0.43 -0.264
C 3.07085 -2.46584 1.83297 -0.03 -0.80 1.42 -0.229
C 4.08374 -3.33527 2.52460 0.21 -0.37 -0.05 0.658
O 4.68648 -3.14226 3.57112 -0.68 -0.42 -1.32 -0.569
H 5.55440 -5.46322 2.91229 -0.05 0.13 -0.03 0.227
H 4.32846 -6.51392 2.14818 0.20 0.26 0.00 0.197
H 5.65485 -5.86023 1.17041 -0.07 0.03 0.22 0.203
H 1.89598 -2.84133 -0.00485 0.07 0.25 0.43 0.266
H 2.76292 -1.58101 2.39170 0.08 -0.48 -0.63 0.278
```
Forces are in eV/Å.

Output
F_max = 1.931 eV/A
Total charge = -1
HOMO energy = -3.27 eV
Relative energy (zero: lowest compared OMol25 entry of this formula, charge and spin) = 3.6 kcal per mole
Total energy = -1427.036434 a.u.
Spin multiplicity = 1
Gap between HOMO and LUMO = 5.607 eV